1.
Density functional theory data (wB97M-V/def2-TZVPD) for a 11-piece molecular cluster, C44H66O22 overall in a non-equilibrium geometry.

Positions of all 132 atoms, in Å:
1 O 2.036 -4.956 4.197
2 C 1.080 -4.620 3.587
3 O 1.119 -4.178 2.334
4 C -0.209 -3.760 1.995
5 C -1.180 -4.532 2.800
6 C -0.366 -4.747 4.098
7 H -0.379 -3.640 0.920
8 H -0.310 -2.743 2.403
9 H -1.366 -5.471 2.270
10 H -2.056 -3.916 2.837
11 H -0.484 -5.610 4.783
12 H -0.589 -3.864 4.702
13 O 6.416 0.321 -2.581
14 C 5.411 0.978 -2.531
15 O 5.243 1.941 -1.596
16 C 3.877 2.543 -1.615
17 C 3.127 1.531 -2.389
18 C 4.190 0.984 -3.392
19 H 3.901 3.462 -2.205
20 H 3.542 2.654 -0.586
21 H 2.224 1.919 -2.958
22 H 2.824 0.655 -1.819
23 H 4.422 1.682 -4.139
24 H 3.787 0.040 -3.725
25 O -4.613 0.536 3.549
26 C -5.022 1.090 2.566
27 O -6.370 1.172 2.413
28 C -6.643 1.703 1.069
29 C -5.430 2.604 0.745
30 C -4.257 1.843 1.497
31 H -7.570 2.254 1.223
32 H -6.609 0.849 0.327
33 H -5.602 3.643 1.163
34 H -5.169 2.596 -0.318
35 H -3.607 2.535 1.938
36 H -3.748 1.132 0.855
37 O -0.153 2.247 -2.857
38 C -1.058 2.735 -3.513
39 O -0.913 3.098 -4.794
40 C -2.196 3.537 -5.353
41 C -3.218 3.589 -4.184
42 C -2.506 2.932 -3.010
43 H -2.513 2.808 -6.062
44 H -1.925 4.452 -5.816
45 H -4.155 3.040 -4.464
46 H -3.434 4.679 -3.994
47 H -2.880 1.971 -2.762
48 H -2.480 3.492 -2.080
49 O 3.859 2.464 1.519
50 C 4.965 2.287 1.957
51 O 5.245 1.418 2.934
52 C 6.675 1.451 3.188
53 C 7.260 2.085 2.003
54 C 6.179 2.951 1.442
55 H 7.069 0.448 3.431
56 H 6.685 2.155 4.093
57 H 7.441 1.323 1.285
58 H 8.218 2.593 2.178
59 H 6.212 2.940 0.406
60 H 6.242 3.985 1.734
61 O -2.261 -1.156 2.315
62 C -2.190 -0.952 3.497
63 O -1.674 0.194 3.943
64 C -2.026 0.355 5.352
65 C -2.221 -1.068 5.829
66 C -2.752 -1.773 4.620
67 H -2.878 0.960 5.413
68 H -1.182 0.819 5.860
69 H -2.727 -1.063 6.773
70 H -1.222 -1.449 6.062
71 H -3.804 -1.621 4.387
72 H -2.552 -2.888 4.414
73 O -2.409 0.557 -5.242
74 C -1.495 -0.239 -5.387
75 O -1.733 -1.556 -5.484
76 C -0.456 -2.291 -5.661
77 C 0.483 -1.228 -6.196
78 C 0.016 0.026 -5.489
79 H -0.661 -3.051 -6.401
80 H -0.265 -2.636 -4.643
81 H 0.473 -1.159 -7.257
82 H 1.510 -1.414 -5.900
83 H 0.225 0.906 -6.098
84 H 0.399 0.165 -4.448
85 O 6.974 -0.957 0.989
86 C 5.848 -1.429 1.017
87 O 5.387 -2.022 2.144
88 C 4.001 -2.502 1.931
89 C 3.800 -2.482 0.452
90 C 4.802 -1.477 -0.094
91 H 3.369 -1.771 2.445
92 H 3.963 -3.535 2.387
93 H 2.712 -2.317 0.229
94 H 4.020 -3.385 -0.047
95 H 4.386 -0.476 -0.042
96 H 5.339 -1.718 -1.000
97 O 0.822 -2.118 4.607
98 C 1.263 -1.120 4.135
99 O 1.027 -0.648 2.894
100 C 1.730 0.551 2.665
101 C 1.958 1.152 4.011
102 C 2.102 -0.107 4.893
103 H 1.155 1.168 2.030
104 H 2.665 0.346 2.165
105 H 1.025 1.724 4.328
106 H 2.740 1.888 3.968
107 H 1.766 0.031 5.913
108 H 3.085 -0.560 4.962
109 O 1.513 -1.686 -1.976
110 C 0.593 -1.112 -1.492
111 O -0.673 -1.204 -1.918
112 C -1.569 -0.677 -0.892
113 C -0.737 0.487 -0.176
114 C 0.606 -0.251 -0.257
115 H -1.869 -1.457 -0.189
116 H -2.486 -0.214 -1.265
117 H -1.080 0.598 0.845
118 H -0.873 1.391 -0.789
119 H 0.590 -0.966 0.537
120 H 1.587 0.262 -0.230
121 O -7.315 0.899 -1.709
122 C -6.570 0.411 -2.498
123 O -5.272 0.111 -2.155
124 C -4.694 -0.912 -2.983
125 C -5.533 -0.720 -4.288
126 C -6.857 -0.228 -3.846
127 H -4.972 -1.854 -2.584
128 H -3.631 -0.688 -3.078
129 H -5.646 -1.612 -4.869
130 H -5.037 0.004 -4.860
131 H -7.588 -1.048 -3.716
132 H -7.263 0.480 -4.549

Cartesian forces, eV/Å:
O 1.43 -0.19 0.46
C -1.39 -0.86 1.08
O -0.17 0.06 -0.98
C 0.30 2.74 0.04
C 0.39 -2.19 -0.26
C -0.35 0.85 -0.19
H 0.32 -0.72 0.11
H 0.30 0.04 -0.43
H -0.41 -0.11 0.30
H -0.72 -0.14 0.35
H -0.09 0.22 -0.97
H 0.46 -0.12 0.18
O -0.38 0.24 -0.13
C 0.34 -0.36 0.36
O -0.27 0.89 0.82
C 0.99 -0.70 -0.35
C -1.30 -0.56 -2.32
C -1.43 -0.44 1.97
H 0.27 0.23 0.45
H 0.28 0.32 -0.13
H 0.96 -0.33 0.96
H -0.12 0.19 0.28
H -0.04 0.86 -1.56
H 0.72 -0.36 -0.56
O 0.66 -0.10 -0.01
C -0.86 -0.01 1.23
O 0.91 0.25 -1.36
C 1.03 -0.57 0.04
C 0.52 -0.17 0.81
C -2.75 -0.10 -0.76
H -0.10 -0.35 -0.77
H -0.81 1.08 1.07
H 0.46 -1.15 -0.62
H -0.51 0.42 0.11
H 1.27 0.65 0.70
H 0.18 -0.01 -0.06
O -0.73 0.65 -0.83
C 0.19 -0.87 0.86
O -0.68 -0.04 0.51
C 0.51 -0.75 1.24
C -0.55 1.07 -0.42
C 1.30 0.73 -0.73
H 0.03 -0.51 -0.65
H -0.37 0.99 -0.41
H 0.83 0.69 0.25
H -0.10 -1.21 0.02
H -0.42 -1.01 0.06
H -0.01 0.28 -0.02
O -0.78 -0.23 0.45
C -0.59 0.13 -0.58
O -0.26 -0.56 -0.46
C -0.58 0.89 3.06
C 1.77 0.54 -0.72
C 0.77 0.26 1.35
H -0.50 0.49 -0.14
H 0.68 -1.15 -0.88
H 0.37 -0.78 -0.65
H -0.34 -0.13 0.16
H -0.31 -0.04 -2.02
H -0.21 0.48 0.47
O 0.16 -0.56 -0.43
C -0.03 0.35 -0.61
O 0.09 0.66 0.89
C 1.70 -0.87 -0.64
C 1.09 -0.03 0.65
C -0.25 -1.62 -1.31
H -1.30 0.82 0.01
H -0.01 0.18 -0.11
H -0.87 -0.35 0.25
H -0.03 -0.18 -0.13
H -0.46 -0.08 0.63
H -0.10 1.85 0.82
O 0.82 -0.72 0.05
C -0.47 0.68 0.14
O 0.33 0.11 -0.30
C -1.12 0.96 0.13
C 1.12 -0.37 1.89
C -0.88 0.30 -0.08
H -0.01 -0.49 0.24
H 0.58 -0.35 -0.38
H -0.34 0.16 -0.90
H 0.20 -0.35 -0.09
H -0.18 0.18 0.43
H -0.14 -0.17 -0.83
O -1.62 -0.46 -0.12
C 1.55 0.07 0.56
O -0.64 -0.06 -0.57
C 1.40 -0.76 1.21
C -1.56 0.53 -1.08
C 0.28 0.38 1.69
H -0.08 -0.44 0.02
H -0.28 1.34 -0.33
H 1.08 0.27 -0.02
H 0.25 -1.51 -0.06
H -0.04 0.44 -0.69
H -0.39 0.19 -0.42
O -0.55 -0.86 -0.37
C 0.27 1.92 0.76
O -0.53 -1.70 0.02
C 0.65 0.24 0.08
C -1.20 0.56 1.13
C 0.00 0.56 -0.46
H -0.73 0.62 -0.73
H 0.37 -0.20 -0.17
H 0.97 -0.80 -0.30
H 0.60 -0.05 0.25
H -0.25 -0.15 0.09
H 0.54 0.27 -0.17
O 0.71 -0.47 -1.00
C -0.84 1.01 1.24
O -1.44 -0.20 -0.24
C 0.29 1.69 0.86
C -0.33 -1.83 -1.28
C 0.91 0.96 -0.37
H 0.33 -0.10 -0.08
H 0.28 -0.47 -0.74
H -0.07 0.14 0.14
H 0.57 -0.28 0.38
H 0.21 -0.53 0.88
H -0.76 0.11 0.19
O -0.25 0.79 -0.26
C 0.49 -1.66 0.13
O -0.16 0.66 0.81
C -1.54 1.45 -1.61
C 1.17 -1.05 0.53
C -0.73 0.08 0.56
H 0.41 -1.03 0.78
H -0.22 -0.45 -0.11
H 0.32 -0.60 -0.33
H 0.72 0.99 -1.02
H 0.22 0.50 0.15
H -0.39 0.31 -0.05

Results
ΔE to the lowest compared entry with this formula, charge and spin   104.5 kJ/mol
LUMO   0.0153 Ha
Orbital gap   10.06 eV
SMILES   O=C1CCCO1.O=C1CCCO1.O=C1CCCO1.O=C1CCCO1.O=C1CCCO1.O=C1CCCO1.O=C1CCCO1.O=C1CCCO1.O=C1CCCO1.O=C1CCCO1.O=C1CCCO1
Molecular weight   946.99 Da
E_HOMO   -9.64 eV
E   -3371.566881 a.u.


2.
Density functional theory data (wB97M-V/def2-TZVPD) for an isolated ion of composition C3H9N4O and charge +1 in a non-equilibrium geometry.

Positions of all 17 atoms, in Å:
1 C 1.950 0.230 -1.208
2 C 0.729 -0.077 0.935
3 C -0.623 0.546 0.256
4 N 1.722 0.040 -0.013
5 N -1.329 -0.479 -0.383
6 N 2.770 0.347 -2.220
7 N -2.301 -1.017 0.487
8 O -1.608 1.029 1.190
9 H 1.015 0.304 1.858
10 H 0.438 -1.080 1.062
11 H -0.196 1.276 -0.382
12 H 2.915 1.183 -2.780
13 H 3.451 -0.369 -2.418
14 H -2.495 -1.958 0.183
15 H -3.242 -0.583 0.285
16 H -2.139 -1.009 1.492
17 H -1.057 1.618 1.655

Cartesian forces, eV/Å:
C -3.24 2.96 0.28
C -2.18 0.08 -3.22
C -1.11 -0.62 2.59
N 3.57 -1.80 -0.20
N 0.91 -0.67 -1.55
N 1.57 -1.01 -0.32
N -2.19 -0.54 -0.76
O 1.08 0.08 -0.74
H 0.19 1.28 1.68
H 0.17 -1.70 0.51
H -0.33 0.78 -1.15
H -0.90 -0.31 0.36
H 0.60 -0.22 0.20
H 0.42 -0.84 -0.21
H 0.97 0.30 0.52
H 0.23 0.46 0.26
H 0.24 1.76 1.76

Results
Charge   +1
ΔE to the lowest compared entry with this formula, charge and spin   0.0 kJ/mol
LUMO (spin up / spin down)   -0.1325 / -0.2256 Ha
Orbital gap (spin up / spin down)   5.58 / 7.10 eV
2S+1   3
Molecular weight   117.13 Da
E_HOMO (spin up / spin down)   -9.19 / -13.24 eV
E   -413.489214 a.u.


3.
Density functional theory data (wB97M-V/def2-TZVPD) for a 2-piece molecular cluster, C5H11NO overall in a non-equilibrium geometry.

Positions of all 18 atoms, in Å:
1 N -2.893 0.918 2.388
2 C -1.683 0.371 1.969
3 C -0.549 1.069 1.781
4 C 0.452 0.820 0.741
5 C 1.479 1.636 0.471
6 C 2.303 1.433 -0.762
7 H -3.682 0.416 1.986
8 H -3.105 1.822 1.974
9 H -1.594 -0.707 2.051
10 H -0.621 2.128 2.050
11 H 0.125 0.269 -0.137
12 H 1.561 2.582 1.004
13 H 2.731 2.332 -1.216
14 H 1.725 0.992 -1.575
15 H 3.168 0.829 -0.481
16 H -0.411 -6.054 -4.417
17 H 0.938 -5.560 -3.779
18 O 0.056 -5.296 -4.048

Cartesian forces, eV/Å:
N -1.23 0.17 -0.43
C 1.03 -0.17 0.48
C -0.83 1.19 -0.74
C 0.00 0.60 -0.13
C -0.87 0.39 -0.41
C 0.52 0.38 -0.16
H 0.24 -0.74 0.61
H 0.89 0.37 0.38
H -0.51 -0.20 -0.81
H 0.05 -0.02 0.02
H 0.27 -1.09 0.50
H 0.54 -0.36 0.46
H -0.17 0.24 0.42
H 0.09 -0.48 0.20
H -0.03 -0.28 -0.39
H 0.38 -0.04 0.13
H -0.06 -0.33 -0.10
O -0.32 0.37 -0.03

Results
ΔE to the lowest compared entry with this formula, charge and spin   277.6 kJ/mol
LUMO   0.0398 Ha
Orbital gap   8.61 eV
SMILES   C/C=C/C=C/N.O
Molecular weight   101.15 Da
E_HOMO   -7.53 eV
E   -327.025615 a.u.


4.
Density functional theory data (wB97M-V/def2-TZVPD) for C3H2O3Tb as an isolated structure in a non-equilibrium geometry.

Positions of all 9 atoms, in Å:
1 H 2.039 -0.659 0.636
2 C 1.423 0.065 -0.675
3 C 1.300 0.382 0.719
4 O -0.072 0.170 1.053
5 C -0.719 -0.040 -0.051
6 O 0.175 -0.200 -1.079
7 O -1.904 -0.245 -0.161
8 Tb -3.931 -0.818 -1.509
9 H 1.691 1.343 1.068

Cartesian forces, eV/Å:
H -1.26 1.64 1.47
C 0.98 1.46 -0.92
C 1.19 -1.62 -1.69
O -1.03 0.62 0.49
C 2.59 -0.99 0.52
O -1.41 -0.42 -0.08
O -2.68 -0.23 -1.10
Tb 1.16 0.32 0.80
H 0.47 -0.80 0.52

Results
Charge   +2
ΔE to the lowest compared entry with this formula, charge and spin   305.2 kJ/mol
LUMO (spin up / spin down)   -0.3480 / -0.3775 Ha
Orbital gap (spin up / spin down)   7.11 / 6.31 eV
2S+1   8
Molecular weight   244.97 Da
E_HOMO (spin up / spin down)   -16.58 / -16.58 eV
E   -1164.879742 a.u.


5.
Density functional theory data (wB97M-V/def2-TZVPD) for an isolated ion of composition C5H9N2 and charge +1 in a non-equilibrium geometry.

Positions of all 16 atoms, in Å:
1 C 2.127 -0.978 0.125
2 C 2.391 0.330 -0.136
3 C 0.202 0.174 0.318
4 C -2.205 -0.314 -0.304
5 C -1.211 0.610 0.408
6 N 0.767 -1.059 0.379
7 N 1.224 1.016 -0.132
8 H 2.848 -1.741 0.261
9 H 3.335 0.983 -0.594
10 H -3.154 0.345 -0.116
11 H -2.379 -1.193 0.181
12 H -2.101 -0.436 -1.388
13 H -1.667 0.647 1.440
14 H -1.382 1.613 -0.203
15 H 0.156 -1.964 0.366
16 H 1.049 1.966 -0.605

Cartesian forces, eV/Å:
C 0.14 1.19 0.16
C 3.07 2.02 -2.58
C 1.89 0.93 -1.93
C -1.94 3.87 -0.90
C -1.37 0.90 -1.13
N -2.06 -0.80 0.21
N -2.85 0.41 0.58
H 0.07 -0.84 -0.06
H -2.40 -2.52 1.71
H 1.18 -1.67 -0.76
H -0.31 -2.62 1.23
H 0.25 0.03 0.35
H 1.26 0.52 -0.81
H 0.93 -1.68 1.87
H 1.74 2.27 0.50
H 0.40 -1.99 1.55

Results
Charge   +1
ΔE to the lowest compared entry with this formula, charge and spin   196.8 kJ/mol
LUMO   -0.1314 Ha
Orbital gap   10.50 eV
SMILES   CCc1[nH]cc[nH+]1
Molecular weight   97.14 Da
E_HOMO   -14.08 eV
E   -305.155058 a.u.


Which of these has the lowest ΔE to the lowest compared entry with this formula, charge and spin?
C3H9N4O